Density functional theory data (ωB97M-V/def2-TZVPD) for a single C4H5N3O molecule at a distorted geometry.

Geometry as XYZ:
```
13
Properties=species:S:1:pos:R:3:forces:R:3:nbo_charge:R:1
C 0.5019 -1.7548 0.8024 -3.6435 1.3188 4.4839 0.17
N 1.2957 -2.2327 -0.0167 2.0918 -1.0608 -0.7095 -0.15
O 1.2332 -1.4568 -1.2296 0.5875 -2.2236 0.8219 -0.31
C 0.5036 -0.4555 -0.8441 -2.5409 3.6567 -3.2271 0.59
N 0.5824 0.7113 -1.3806 -0.9942 -1.1683 1.1793 -0.44
C -0.4325 1.5203 -0.5622 3.5952 -2.3327 -3.0151 -0.27
C -0.6714 0.7024 0.5980 -0.9394 -1.6733 2.5090 -0.26
N -0.5373 -0.7602 0.1064 4.7759 0.0846 1.2569 -0.44
H 0.5231 -2.0349 2.0890 -0.3534 0.6665 -4.5460 0.25
H 0.0733 2.4091 -0.6026 0.5612 2.7006 1.1851 0.23
H -1.3847 1.5786 -0.9212 -2.0827 0.7184 -2.7687 0.18
H 0.0775 0.8932 1.4123 -1.4930 -0.1254 -0.0885 0.22
H -1.7650 0.8800 0.5489 0.4354 -0.5614 2.9188 0.23
```
Forces are in eV/Å.

## Properties
Structure (SMILES) ... C1=NOC2=NCCN12
Calculated total energy ... -394.7305 hartree
Charge ... 0
Energy relative to the best compared isomer or geometry (same formula, charge and spin) ... 6.4514 eV
Kohn-Sham gap ... 10.16 eV

Density functional theory data (ωB97M-V/def2-TZVPD) for 7 unconnected molecules or ions with the total composition C54H67BrClF18N3O17P2S4 at a distorted geometry.

Geometry as XYZ:
```
167
Properties=species:S:1:pos:R:3:forces:R:3:mulliken_charge:R:1
C -0.7675 -4.8850 4.1052 0.2113 -1.2402 -1.2374 -0.99
C 0.6706 -5.1072 3.3778 -0.3817 1.6080 0.8989 0.18
O 0.7757 -6.4061 2.7441 0.0115 0.7117 -0.8869 -0.43
C 1.2350 -6.2798 1.3738 1.3433 0.4211 -0.6542 -0.19
C 1.5632 -7.6998 0.7080 -0.7664 -1.0994 2.1304 0.09
O 2.5066 -7.6594 -0.4007 -1.1998 2.1532 -1.1668 -0.48
C 2.2337 -6.5949 -1.3066 0.1168 2.9252 -2.0253 -0.10
C 3.1261 -5.2994 -1.1461 -2.1538 0.4676 -2.7633 -0.31
C 2.9342 -4.0872 -2.0901 -2.4459 -3.7868 -0.3433 -0.80
C 1.8465 -4.2165 -3.2122 -0.2707 -1.6539 0.9971 0.53
C 0.9369 -5.4483 -3.4448 3.1878 -0.5728 3.8155 0.29
C 1.1490 -6.6639 -2.4514 2.3951 2.2975 0.3495 0.00
P 0.1434 -8.2617 -2.6169 -0.2339 0.3407 0.1382 0.16
S -1.4216 -8.3424 -1.4550 0.1838 0.0616 0.0343 -0.42
N -0.0715 -5.6359 -4.5053 1.1580 2.9268 -1.2146 0.91
P 0.7353 -6.4444 -5.8816 -0.0958 -2.6259 -0.2183 0.21
O -0.4757 -7.1776 -6.8882 1.2357 2.8578 0.5674 -0.47
Br 1.7520 -4.9508 -7.2585 -0.7893 -0.1440 0.1800 -0.13
C -0.7005 -4.3779 -4.9646 -3.9298 3.1555 -1.5902 -0.54
C -2.1692 -4.4838 -5.5413 1.1495 2.9934 0.0107 0.19
C -3.0037 -5.8456 -5.6137 0.6352 0.1784 0.5620 -0.57
C -4.3554 -5.8604 -4.7482 -0.4369 -0.7259 -0.1534 -0.78
C -5.6309 -5.1856 -5.4760 -0.8690 0.3939 0.1575 -0.42
C -6.3074 -4.0808 -4.4965 -1.1451 -1.9706 3.2607 0.42
O -6.6292 -4.4950 -3.3452 1.4560 2.3328 -4.5913 -0.55
O -6.5840 -2.7382 -4.8780 0.2747 -2.6982 -0.5349 -0.47
C -2.8792 -3.1820 -6.0956 2.7751 0.8314 0.7338 -0.71
C -2.2170 -1.7826 -6.1282 2.5357 -2.8945 1.6883 0.25
C -2.8458 -0.4336 -6.6863 -0.7862 -0.7529 0.7949 -0.56
C -2.4178 -0.0048 -8.1680 -0.5994 -0.0719 -0.3615 -0.71
C -1.2738 -0.8761 -8.8685 -0.0246 0.6078 -0.3084 0.47
S -0.2565 0.3261 -9.9265 1.2465 -0.6368 1.3288 -0.11
C 1.1377 0.7766 -8.7678 0.4724 1.5468 1.3169 0.08
S 1.2031 2.3339 -8.1013 -0.0911 -2.5414 -1.4361 -0.11
N 2.2393 -0.1252 -8.3981 3.1953 -2.2865 0.6398 0.29
C 2.2430 -1.4754 -7.8602 2.8356 -1.9748 0.7084 0.37
C 3.6836 -1.9860 -7.5878 -3.4465 4.6817 -1.9414 -0.44
N 4.5656 -0.8854 -7.9796 -5.5877 1.4180 -0.9486 -0.58
C 3.6876 0.1714 -8.4447 1.8498 -2.6852 1.4763 -0.19
C -0.7558 -1.6824 -5.5183 -1.3232 -2.6635 -0.9971 -0.34
C -0.0138 -0.2491 -5.5123 -0.6136 -0.4219 0.4387 -0.98
C -0.5174 0.5332 -4.1842 -0.7105 -0.4070 -0.2256 0.08
C -1.2964 -0.3895 -3.1294 0.1263 0.9671 1.0471 -0.87
Cl 0.9247 1.3870 -3.3685 -1.0778 -0.6582 -0.5992 -0.24
C -0.0654 -2.9604 -4.9842 -1.8839 -0.2720 -0.7090 1.54
S 1.6724 -2.7484 -4.3389 -1.4508 -1.4872 0.5376 -0.09
H -0.7945 -3.9193 4.7199 0.0861 -1.4602 -0.9674 0.30
H -1.5432 -4.8752 3.2469 1.0710 0.2531 1.5646 0.21
H -1.0173 -5.8172 4.7472 0.5311 1.6927 -0.8644 0.32
H 1.4902 -4.9274 4.1792 -1.0460 -0.7311 -1.3382 0.24
H 0.8177 -4.2777 2.5950 -0.3334 -1.1944 1.0952 -0.07
H 2.2392 -5.6967 1.4131 -1.4615 -0.8674 -0.2450 0.24
H 0.5340 -5.6779 0.6973 0.6374 -0.7992 1.1097 0.39
H 0.6377 -8.3011 0.3907 1.1468 1.2512 0.4194 0.15
H 2.0704 -8.3345 1.5364 -0.6277 1.0581 -1.4622 -0.20
H 3.9456 -5.2252 -0.3436 -1.5588 -0.4013 -1.3541 0.39
H 3.5436 -3.1133 -2.0175 -1.1187 -1.8452 -0.0676 0.36
H -0.3444 -8.4448 -3.9705 1.0343 0.3571 0.6478 0.13
H 1.0777 -9.3542 -2.4112 -0.3370 0.9622 -0.3337 0.15
H -0.7603 -6.5249 -7.5835 0.1306 -0.8411 0.7978 0.30
H -2.3395 -6.7128 -5.2286 -1.1098 1.5623 -0.7171 0.03
H -3.2451 -6.0507 -6.7175 0.2916 0.2119 1.6055 0.37
H -4.2557 -5.4310 -3.6913 0.1254 -0.5184 -1.6584 0.42
H -4.6332 -6.9765 -4.6013 0.5488 1.8635 -0.2096 0.33
H -5.4262 -4.7897 -6.5285 -0.0764 -0.4455 1.4909 0.40
H -6.4460 -6.0003 -5.5978 1.2654 1.4706 0.2662 0.35
H -6.7701 -2.7729 -5.8453 0.3987 0.2254 0.8059 0.35
H -3.9478 -3.2553 -6.5266 2.0167 -0.0119 0.8334 -0.15
H -2.5935 0.4176 -5.9570 -0.3292 -1.3815 -1.0612 -0.09
H -3.9972 -0.5519 -6.6330 1.8683 0.1964 -0.1353 0.49
H -2.1245 1.1018 -8.1657 -0.2835 -1.6332 0.0359 0.36
H -3.3575 -0.0773 -8.8433 1.5872 0.1543 1.0738 0.29
H -0.5116 -1.3577 -8.1736 -1.4752 0.3745 -0.8961 -0.75
H -1.7350 -1.6019 -9.6334 0.9609 0.8928 1.4238 0.44
H 1.3378 -2.1193 -7.6148 1.1300 1.4354 -0.5957 0.04
H 4.0363 -2.9790 -7.1569 -0.6627 1.7568 -0.7134 0.24
H 4.1971 1.1340 -8.7681 -1.4471 -1.3339 0.3452 0.32
H -0.2998 0.3957 -6.4318 0.3540 -1.3194 1.4965 -0.59
H 1.1279 -0.3273 -5.5346 -1.6741 -0.0984 0.1905 0.73
H -1.2335 1.3636 -4.5087 1.1864 -1.0147 0.5943 0.40
H -1.4472 0.2535 -2.1752 0.2436 -0.9832 -1.5643 0.38
H -2.3533 -0.6530 -3.5017 1.7960 0.2048 0.3864 0.23
H -0.7029 -1.3147 -2.7899 -0.9382 1.3818 -0.8238 0.06
C -2.4199 0.0870 3.7582 0.3410 -0.1425 0.1279 -1.04
C -2.4215 0.2061 2.2466 -0.7617 0.0563 0.4334 -0.25
O -1.0827 0.1388 1.7297 0.8831 -0.7053 -0.5207 -0.28
C -0.5592 -1.0990 1.6016 -1.8710 0.3026 0.6865 0.37
O -1.1374 -2.1135 1.8968 0.9455 0.4511 -0.4034 -0.51
C 0.8414 -1.0264 0.9983 1.8978 0.1328 -0.7442 0.80
F 1.6044 -0.0697 1.5702 -0.6188 -0.2876 0.0357 -0.27
F 0.8066 -0.7462 -0.3224 -0.4491 -0.1197 0.5274 -0.19
F 1.5244 -2.1805 1.1263 -0.7158 0.2928 0.1508 -0.25
H -1.7617 0.8395 4.2003 -0.1528 0.0566 -0.0407 0.25
H -3.4272 0.2190 4.1569 0.0507 0.0144 -0.0720 0.38
H -2.0452 -0.8891 4.0763 -0.1510 0.0284 -0.0824 0.30
H -2.8229 1.1798 1.9557 0.3505 -0.0518 -0.1303 0.36
H -3.0555 -0.5548 1.7818 0.2941 -0.0402 0.0178 0.31
C 2.6734 3.4733 5.6573 -0.2307 -0.0847 -0.3221 -1.16
C 1.7953 4.0499 6.7513 0.8363 -0.3055 0.2681 -0.04
O 0.6290 4.6746 6.1901 -1.2879 -0.1535 -0.3242 -0.32
C -0.3822 3.8467 5.8550 1.7991 -0.6110 0.8492 0.30
O -0.3529 2.6504 5.9907 -0.6159 0.8358 -0.3593 -0.53
C -1.5699 4.6432 5.3203 -1.5346 1.0351 -0.6299 0.98
F -1.2005 5.5904 4.4296 0.3328 -0.4516 0.6371 -0.25
F -2.2313 5.2854 6.3071 0.5680 -0.4328 -0.1052 -0.27
F -2.4780 3.8689 4.6951 0.7020 -0.0674 0.3703 -0.24
H 2.9227 4.2428 4.9222 0.0769 0.0142 0.1569 0.30
H 3.5969 3.0704 6.0762 -0.0725 0.0599 0.0185 0.38
H 2.1580 2.6742 5.1187 0.0692 -0.0085 0.1463 0.33
H 2.3418 4.8280 7.2892 -0.3381 0.1282 -0.1338 0.20
H 1.5129 3.2896 7.4854 -0.1835 0.0739 -0.2300 0.32
C 3.7698 -10.1196 3.8337 0.2473 -0.2040 0.2144 -1.17
C 4.2072 -8.6702 3.7445 -0.5457 -0.2613 -0.5670 0.04
O 4.9981 -8.3074 4.8873 1.1187 0.1457 0.4327 -0.35
C 6.2979 -8.6718 4.8469 -1.2434 -0.4017 -1.5189 0.37
O 6.8051 -9.2721 3.9344 0.1135 0.4948 0.9984 -0.50
C 7.0287 -8.1823 6.0951 1.0037 0.4698 1.7027 0.84
F 6.3348 -8.4219 7.2286 -0.0221 -0.0682 -0.6782 -0.24
F 7.2501 -6.8496 6.0573 -0.2901 -0.4652 -0.3994 -0.25
F 8.2310 -8.7655 6.2553 -0.6755 0.0569 -0.5210 -0.24
H 3.2519 -10.3048 4.7781 -0.0846 0.1038 -0.1224 0.30
H 3.1029 -10.3731 3.0077 0.0280 0.0607 0.0424 0.37
H 4.6301 -10.7928 3.8054 -0.0663 0.0918 -0.1300 0.35
H 3.3279 -8.0212 3.7500 0.2155 0.0891 0.2862 0.16
H 4.7504 -8.4685 2.8163 0.1492 -0.0716 0.2376 0.34
C 1.7589 9.2685 10.8454 0.3109 -0.1829 0.1282 -1.10
C 1.7597 9.3751 9.3326 -0.7305 0.1005 0.4022 -0.16
O 3.0993 9.3060 8.8186 0.8601 -0.7722 -0.4734 -0.33
C 3.6251 8.0685 8.7024 -1.8438 0.3844 0.6569 0.42
O 3.0476 7.0555 9.0062 0.8783 0.4143 -0.4371 -0.51
C 5.0267 8.1377 8.1003 1.9787 0.0805 -0.6527 0.84
F 5.7852 9.1012 8.6647 -0.6451 -0.3061 0.0123 -0.24
F 4.9916 8.4053 6.7764 -0.4676 -0.1029 0.5109 -0.26
F 5.7092 6.9859 8.2401 -0.7665 0.3487 0.1374 -0.24
H 2.4146 10.0260 11.2821 -0.1454 0.0491 -0.0747 0.30
H 0.7506 9.4014 11.2410 0.0513 0.0110 -0.0735 0.37
H 2.1351 8.2958 11.1718 -0.1460 0.0400 -0.0725 0.31
H 1.3570 10.3451 9.0328 0.3563 -0.0648 -0.1321 0.32
H 1.1283 8.6087 8.8734 0.2877 -0.0378 0.0309 0.28
C -2.0267 5.6334 1.5723 -0.2099 0.2452 -0.2231 -0.30
C -0.8337 5.3709 0.6732 -0.0822 -0.4075 0.7529 -0.29
O -0.9899 6.0413 -0.5878 0.3118 1.0706 -0.6707 -0.34
C -0.6753 7.3530 -0.6024 0.1541 -1.1843 1.6650 0.48
O -0.2903 7.9670 0.3619 -0.2915 0.0644 -1.1252 -0.53
C -0.8399 7.9239 -2.0107 -0.3339 0.7493 -1.8978 0.80
F -1.9942 7.5376 -2.5946 0.3681 -0.0518 0.6111 -0.26
F 0.1539 7.5252 -2.8339 -0.1783 -0.0790 0.6980 -0.25
F -0.8369 9.2707 -2.0350 0.1073 -0.6394 0.5237 -0.24
H -2.9552 5.3597 1.0646 0.1053 -0.0921 0.0083 0.35
H -1.9464 5.0619 2.4945 -0.0220 0.0205 -0.2735 -0.10
H -2.1035 6.6937 1.8256 0.0947 -0.1161 0.0733 0.02
H -0.7658 4.3025 0.4558 -0.0198 0.2107 -0.3260 0.36
H 0.1055 5.6616 1.1532 -0.1366 0.1826 -0.1831 0.30
C -2.3027 11.1104 0.4630 -0.3206 0.1120 -0.1294 -1.05
C -2.1760 10.7080 1.9178 0.5910 -0.2929 -0.5387 0.09
O -3.1710 11.3673 2.7176 -1.1357 -0.0927 0.5476 -0.32
C -4.4025 10.8143 2.7031 1.5591 -0.7812 -1.0365 0.36
O -4.6978 9.8344 2.0679 -0.3184 0.7834 0.7156 -0.51
C -5.3434 11.5815 3.6293 -1.3528 1.0603 1.0662 0.85
F -5.2440 12.9195 3.4755 0.2500 -0.5962 -0.2171 -0.24
F -5.0850 11.3265 4.9312 0.2472 -0.1923 -0.5959 -0.25
F -6.6375 11.2711 3.4282 0.7965 -0.1873 -0.2347 -0.24
H -2.2665 12.1981 0.3620 0.1261 -0.0742 0.0543 0.35
H -1.4979 10.6720 -0.1286 -0.0342 0.0242 0.1230 0.26
H -3.2588 10.7843 0.0458 0.1207 -0.0875 0.0399 0.32
H -1.2031 11.0235 2.3012 -0.2903 0.1270 0.1967 0.35
H -2.2345 9.6228 2.0428 -0.2086 0.1709 0.0268 0.03
```
Forces are in eV/Å.

## Properties
Structure (SMILES) ... CCOCCOc1ccc2c(c1[PH2]=S)N(P(O)Br)c1c(CCCC(=O)O)cc(CCCSC(=S)n3ccnc3)c(C[C@@H](C)Cl)c1S2.CCOC(=O)C(F)(F)F.CCOC(=O)C(F)(F)F.CCOC(=O)C(F)(F)F.CCOC(=O)C(F)(F)F.CCOC(=O)C(F)(F)F.CCOC(=O)C(F)(F)F
Calculated total energy ... -10648.0816 hartree
Charge ... 0
Kohn-Sham gap ... 6.65 eV

Q: What is the charge in the second record?
A: 0

Q: charge of number 2 (C54H67BrClF18N3O17P2S4)?
A: 0

Q: Look up the calculated total energy of the first one.
A: -394.7305 hartree

Q: What is the charge in the second record?
A: 0